Entry 1:
{
  "formula": "C34H38BrCl3N5O6RuSe2",
  "method": "ωB97M-V/def2-TZVPD",
  "orbital_gap_ev": [6.873, 6.708],
  "multiplicity": 2,
  "largest_force_ev_per_a": 0.7,
  "lumo_energy_ev": [0.532, 0.511],
  "relative_energy_kcal_mol": 0.50,
  "species": ["Ru", "Br", "Se", "Se", "Cl", "Cl", "Cl", "O", "O", "O", "O", "O", "O", "N", "N", "N", "N", "N", "C", "C", "C", "C", "C", "C", "C", "C", "C", "C", "C", "C", "C", "C", "C", "C", "C", "C", "C", "C", "C", "C", "C", "C", "C", "C", "C", "C", "C", "C", "C", "C", "C", "C", "H", "H", "H", "H", "H", "H", "H", "H", "H", "H", "H", "H", "H", "H", "H", "H", "H", "H", "H", "H", "H", "H", "H", "H", "H", "H", "H", "H", "H", "H", "H", "H", "H", "H", "H", "H", "H", "H"],
  "coordinates": [[-0.232, 0.434, 0.148], [2.571, 2.565, -1.010], [-1.963, 1.437, 1.552], [-0.998, 1.845, -1.620], [-1.100, -3.514, 3.631], [1.621, -3.857, 2.752], [-0.559, -4.519, 0.963], [-1.120, -1.365, 1.657], [-0.413, 5.930, 0.732], [-1.146, -0.964, -1.144], [-3.912, 2.861, -0.822], [1.181, 1.311, 1.441], [1.002, -1.582, 1.063], [1.618, -0.046, -1.280], [-2.775, -1.944, -2.387], [2.784, 0.160, 4.266], [2.731, 0.574, 2.942], [-4.132, -2.236, -2.259], [-0.896, -2.123, -3.886], [2.496, -1.660, -2.817], [0.636, 0.397, 3.679], [5.354, 0.269, 0.385], [-1.927, -2.744, -3.194], [4.721, 1.918, 2.533], [-0.247, -4.267, -4.771], [-0.043, -1.974, 1.612], [-2.363, -1.176, -1.332], [-0.016, -3.403, 2.240], [-1.998, 4.098, 0.108], [4.210, 0.018, 1.126], [3.370, 0.557, -2.793], [2.477, 0.837, -1.766], [-3.539, -0.841, -0.589], [1.175, -0.630, 5.975], [-0.052, -2.896, -4.668], [3.845, -0.761, 4.647], [-1.176, 3.727, -1.131], [-3.510, 4.021, -0.111], [-6.023, -1.404, -0.876], [1.636, -1.281, -1.804], [5.867, 2.156, 1.789], [-1.747, 5.599, 0.388], [1.484, -0.019, 4.654], [-4.571, -1.471, -1.192], [-2.127, -4.115, -3.279], [-4.879, -2.207, -3.513], [3.902, 0.853, 2.189], [-1.529, 3.330, 1.348], [6.179, 1.336, 0.713], [-1.286, -4.873, -4.079], [1.438, 0.786, 2.558], [3.374, -0.716, -3.329], [-0.438, 3.381, 1.411], [-4.838, 2.703, -0.622], [-2.436, 5.929, 1.179], [-1.969, 6.177, -0.511], [0.925, -1.973, -1.380], [3.585, -1.794, 4.407], [-0.153, 5.389, 1.485], [-6.156, -0.962, 0.109], [-6.481, -2.393, -0.879], [0.104, -0.582, 6.155], [4.753, -0.491, 4.115], [1.692, -0.113, 6.786], [-1.937, 3.808, 2.245], [-3.996, 4.065, 0.872], [-4.963, -1.190, -3.907], [-1.605, 4.197, -2.019], [-0.172, 4.131, -0.999], [2.460, -2.671, -3.196], [-3.553, -0.206, 0.280], [4.451, 2.553, 3.368], [-0.762, -1.053, -3.796], [5.602, -0.375, -0.449], [-2.930, -4.573, -2.715], [-1.438, -5.942, -4.153], [0.410, -4.863, -5.391], [1.475, -1.680, 5.993], [7.071, 1.528, 0.131], [-4.369, -2.835, -4.240], [-6.550, -0.782, -1.603], [4.040, 1.329, -3.142], [0.757, -2.419, -5.206], [6.512, 2.987, 2.044], [4.058, -0.966, -4.129], [-3.820, 4.913, -0.675], [-5.868, -2.621, -3.336], [4.031, -0.662, 5.714], [3.548, -0.812, 0.911], [-0.436, 0.440, 3.711]]
}

=====

Entry 2:
{
  "formula": "C3H3IN2O",
  "method": "ωB97M-V/def2-TZVPD",
  "orbital_gap_ev": [7.707, 7.705],
  "largest_force_ev_per_a": 3.8,
  "lumo_energy_ev": [-2.751, -2.751],
  "relative_energy_kcal_mol": 74.35,
  "species": ["I", "O", "N", "N", "C", "C", "C", "H", "H", "H"],
  "coordinates": [[-2.473, 0.356, 0.342], [1.111, 1.391, -1.179], [0.811, 0.918, 0.968], [-0.032, -3.316, 0.022], [-0.360, -2.289, -0.405], [-0.764, 0.104, -0.657], [0.442, 0.833, -0.320], [1.702, 1.452, 1.186], [-0.945, 0.316, -1.717], [0.508, 0.235, 1.760]]
}

=====

Entry 3:
{
  "formula": "C4H10O2",
  "method": "ωB97M-V/def2-TZVPD",
  "orbital_gap_ev": 9.617,
  "largest_force_ev_per_a": 0.4,
  "lumo_energy_ev": 0.294,
  "relative_energy_kcal_mol": 83.02,
  "species": ["O", "O", "C", "C", "C", "C", "H", "H", "H", "H", "H", "H", "H", "H", "H", "H"],
  "coordinates": [[-0.412, 2.510, 1.126], [-0.217, 0.730, -1.260], [-0.255, 1.795, 2.224], [0.366, -0.346, -0.539], [0.701, -1.423, -1.558], [-0.580, -0.883, 0.534], [-1.498, -1.254, 0.065], [1.179, -2.284, -1.077], [0.775, 1.383, 2.092], [-0.223, 1.497, -0.672], [1.371, -1.028, -2.327], [-0.218, -1.766, -2.045], [-1.303, 2.897, 1.141], [-0.874, -0.120, 1.265], [-0.115, -1.704, 1.092], [1.302, -0.003, -0.062]]
}

=====

Entry 4:
{
  "formula": "C7H12N2O5",
  "method": "ωB97M-V/def2-TZVPD",
  "smiles": "N[C@@H](CCC(=O)O)C(=O)NCC(=O)O",
  "orbital_gap_ev": 9.882,
  "largest_force_ev_per_a": 4.8,
  "lumo_energy_ev": 0.123,
  "relative_energy_kcal_mol": 56.85,
  "species": ["O", "O", "O", "O", "O", "N", "N", "C", "C", "C", "C", "C", "C", "C", "H", "H", "H", "H", "H", "H", "H", "H", "H", "H", "H", "H"],
  "coordinates": [[0.329, -4.747, -1.051], [1.258, 1.002, -0.411], [1.159, 3.600, -0.241], [-0.211, 4.759, 0.996], [2.245, -3.425, -0.699], [0.972, -1.178, -0.973], [-0.987, -0.681, 1.216], [-0.626, 2.397, 1.009], [-0.929, 0.062, -0.043], [0.900, -3.696, -1.016], [0.131, 3.685, 0.607], [-1.434, 1.509, -0.089], [0.541, 0.017, -0.614], [0.143, -2.344, -0.824], [-0.135, -0.413, 1.863], [-1.230, 1.961, -0.987], [1.910, -1.415, -1.160], [-2.465, 1.549, 0.256], [1.298, 2.633, -0.470], [2.753, -4.284, -0.683], [-1.672, -0.679, -0.624], [-0.767, -2.337, -1.490], [-0.175, -2.158, 0.340], [-1.230, 2.753, 1.836], [-1.856, -0.259, 1.583], [0.079, 1.688, 1.667]]
}

=====

Entry 5:
{
  "formula": "C4H13N2O2",
  "method": "ωB97M-V/def2-TZVPD",
  "total_charge": -1,
  "orbital_gap_ev": 7.342,
  "largest_force_ev_per_a": 1.6,
  "lumo_energy_ev": 3.768,
  "relative_energy_kcal_mol": 11.61,
  "species": ["O", "O", "N", "N", "C", "C", "C", "C", "H", "H", "H", "H", "H", "H", "H", "H", "H", "H", "H", "H", "H"],
  "coordinates": [[3.186, -2.747, -2.186], [0.907, -1.546, -1.716], [0.863, 1.512, 1.803], [-0.002, 0.344, -0.588], [-2.430, 0.836, -0.032], [-0.582, 1.429, 1.534], [-1.022, 0.432, 0.428], [0.897, -0.937, -0.530], [2.690, -3.559, -2.320], [0.491, -1.576, 0.277], [-1.049, 1.118, 2.479], [-3.145, 0.582, 0.745], [-0.897, 2.456, 1.317], [2.394, -2.116, -2.115], [-2.729, 0.316, -0.937], [1.262, 1.670, 0.876], [1.215, 0.578, 2.017], [-0.299, 0.319, -1.554], [-1.154, -0.530, 0.925], [-2.465, 1.894, -0.153], [1.871, -0.475, -0.269]]
}

=====

Entry 6:
{
  "formula": "C19H43BrN5O4",
  "method": "ωB97M-V/def2-TZVPD",
  "total_charge": 1,
  "orbital_gap_ev": 7.986,
  "largest_force_ev_per_a": 3.3,
  "lumo_energy_ev": -2.401,
  "species": ["Br", "O", "O", "O", "O", "N", "N", "N", "N", "N", "C", "C", "C", "C", "C", "C", "C", "C", "C", "C", "C", "C", "C", "C", "C", "C", "C", "C", "C", "H", "H", "H", "H", "H", "H", "H", "H", "H", "H", "H", "H", "H", "H", "H", "H", "H", "H", "H", "H", "H", "H", "H", "H", "H", "H", "H", "H", "H", "H", "H", "H", "H", "H", "H", "H", "H", "H", "H", "H", "H", "H", "H"],
  "coordinates": [[-2.160, 2.243, 6.201], [3.159, 0.587, -1.483], [2.122, -6.011, 0.552], [-1.125, 0.716, 0.816], [-2.146, -3.608, -3.052], [0.483, -5.483, -0.891], [-0.587, 2.923, 3.766], [-4.190, -2.775, -3.469], [-0.663, -1.394, 1.429], [3.335, 1.967, -3.246], [4.556, 2.509, -1.182], [0.897, 2.578, 3.869], [3.791, 3.122, -3.983], [-3.575, 3.251, 2.834], [1.138, -0.003, 0.498], [0.157, -2.566, 1.628], [-5.188, -2.009, -4.177], [-2.865, -2.912, -3.765], [2.797, -5.607, -1.711], [3.636, 1.612, -1.964], [-0.096, -5.130, -2.165], [-2.944, 1.807, 3.287], [0.597, 4.987, 3.202], [-0.649, 4.387, 4.142], [-0.295, -0.184, 0.919], [-2.335, -2.190, -4.974], [1.789, 3.990, 3.821], [-1.617, 1.951, 4.294], [1.794, -5.719, -0.596], [1.871, 4.416, 4.925], [0.132, -2.820, 2.691], [-0.745, 2.912, 2.724], [-2.865, 3.682, 1.981], [-2.586, 1.265, 2.294], [-2.847, -2.542, -5.874], [5.529, 2.570, -1.676], [4.456, 3.756, -3.395], [-4.650, 3.193, 2.359], [1.062, 2.019, 2.829], [3.797, -5.822, -1.325], [2.914, 3.698, -4.287], [-3.749, 1.160, 3.837], [2.773, 3.859, 3.197], [1.190, -2.410, 1.316], [1.387, -0.713, -0.295], [0.651, -5.056, -2.956], [4.703, 2.098, -0.179], [-1.671, 4.970, 3.949], [1.800, -0.143, 1.357], [2.566, -6.333, -2.495], [4.317, 2.770, -4.873], [-5.606, -1.274, -3.485], [-1.641, -1.441, 1.690], [-0.278, -3.386, 1.052], [0.691, 6.131, 3.443], [-1.267, -2.394, -5.082], [1.201, 1.840, 4.744], [-3.622, 4.025, 3.713], [1.280, 1.010, 0.113], [-5.978, -2.694, -4.495], [-2.472, -1.112, -4.855], [-4.780, -1.496, -5.049], [4.115, 3.505, -1.085], [2.794, -4.593, -2.117], [-4.473, -3.288, -2.643], [-0.604, -4.169, -2.052], [-0.383, 4.408, 5.301], [2.712, 1.316, -3.708], [-0.132, -5.576, -0.091], [-1.106, 0.873, 4.259], [-0.830, -5.896, -2.428], [0.529, 4.642, 2.072]]
}